{"formula": "C47H83F8NO9", "method": "wB97M-V/def2-TZVPD", "smiles": "CC(C)=CCC[C@H](C)CCc1cccc2c1C(=O)C(CCOCC(F)(F)C(F)(F)C(F)(F)C(F)F)=C(CCN)C2=O.CC(C)O.CC(C)O.CC(C)O.CC(C)O.CC(C)O.CC(C)O", "orbital_gap_ev": 5.74, "e_homo_ha": -0.2613, "spin_multiplicity": 1, "energy_ha": -3370.53893, "symbols": ["C", "C", "C", "C", "C", "C", "C", "C", "C", "C", "C", "C", "C", "C", "C", "C", "C", "O", "C", "C", "C", "O", "C", "C", "F", "F", "C", "F", "F", "C", "F", "F", "C", "F", "F", "C", "C", "C", "N", "C", "O", "H", "H", "H", "H", "H", "H", "H", "H", "H", "H", "H", "H", "H", "H", "H", "H", "H", "H", "H", "H", "H", "H", "H", "H", "H", "H", "H", "H", "H", "H", "H", "H", "H", "H", "H", "C", "C", "C", "O", "H", "H", "H", "H", "H", "H", "H", "H", "C", "C", "C", "O", "H", "H", "H", "H", "H", "H", "H", "H", "C", "C", "C", "O", "H", "H", "H", "H", "H", "H", "H", "H", "C", "C", "C", "O", "H", "H", "H", "H", "H", "H", "H", "H", "C", "C", "C", "O", "H", "H", "H", "H", "H", "H", "H", "H", "C", "C", "C", "O", "H", "H", "H", "H", "H", "H", "H", "H"], "positions_angstrom": [[1.6107, -8.0226, 1.3284], [0.8318, -7.3893, 2.6357], [1.5524, -6.7613, 3.9736], [-0.6813, -7.3639, 2.5437], [-1.2976, -6.4188, 1.3095], [-0.5803, -4.9460, 1.3701], [-1.0904, -3.9094, 0.1606], [-2.6119, -3.3857, 0.5883], [-1.0188, -4.5784, -1.3343], [-0.0736, -3.7112, -2.4065], [-0.6791, -2.1781, -2.3804], [-2.1074, -1.8598, -3.1210], [-2.8332, -0.3540, -3.1445], [-2.0600, 0.8697, -2.3677], [-0.6429, 0.5355, -1.6141], [0.0933, -0.9519, -1.6121], [1.5652, -1.1006, -0.8320], [2.5801, -1.8450, -1.2806], [1.6913, -0.1803, 0.5590], [2.5487, -0.6961, 1.8983], [4.0538, 0.0078, 1.7698], [5.1644, -0.9366, 1.9601], [5.8180, -1.3027, 0.6951], [7.4788, -1.3291, 0.8918], [7.9484, 0.0798, 1.1520], [7.7234, -2.1737, 2.0874], [8.2410, -1.8440, -0.4757], [8.9977, -0.6657, -1.0302], [7.2001, -2.1590, -1.5102], [9.3321, -3.0449, -0.2394], [8.5739, -4.2696, 0.1953], [10.3334, -2.6240, 0.8109], [10.2168, -3.4488, -1.5618], [10.7616, -4.8349, -1.3114], [9.4513, -3.5201, -2.8275], [0.9934, 1.1681, 0.5716], [1.0318, 2.1284, 1.9389], [-0.1688, 1.5368, 2.9397], [-1.4695, 1.2588, 2.1607], [0.1685, 1.7299, -0.7705], [0.1613, 3.0036, -1.1706], [0.8528, -8.3425, 0.4654], [2.3772, -8.8701, 1.5802], [2.2328, -7.1189, 0.8580], [1.3831, -5.5812, 3.9132], [0.9489, -7.1153, 4.9198], [2.7046, -6.9676, 4.0287], [-1.3432, -7.9602, 3.3051], [-2.4701, -6.3142, 1.4792], [-1.1103, -7.0259, 0.3263], [-0.9430, -4.4361, 2.3866], [0.5928, -4.9622, 1.2811], [-0.3920, -2.9499, 0.2856], [-3.2828, -3.1037, -0.3287], [-2.4393, -2.4519, 1.2989], [-3.0788, -4.2267, 1.2831], [-0.6980, -5.7045, -1.3598], [-2.1209, -4.5241, -1.7825], [1.0267, -3.8073, -2.0206], [-0.1194, -4.2208, -3.4805], [-2.6523, -2.7761, -3.6495], [-3.8610, -0.1319, -3.6652], [-2.4478, 1.9895, -2.3100], [2.6089, -1.8630, 1.9583], [2.0793, -0.2804, 2.8891], [4.0868, 0.6254, 0.7768], [4.1431, 0.8038, 2.6550], [5.6256, -0.5715, -0.1977], [5.4156, -2.3650, 0.3445], [11.1539, -2.7480, -1.7372], [0.6802, 3.2292, 1.6696], [2.0752, 2.1031, 2.4813], [0.1194, 0.5097, 3.4351], [-0.4099, 2.2853, 3.8345], [-1.3861, 0.2865, 1.7436], [-2.2713, 1.1563, 2.8499], [8.6811, 3.5727, 3.8387], [8.1813, 2.3304, 4.5584], [9.2140, 1.2152, 4.5215], [6.9776, 1.8799, 3.9424], [8.8820, 3.3598, 2.7827], [7.9228, 4.3627, 3.8627], [9.5983, 3.9534, 4.2989], [7.9441, 2.5781, 5.5988], [9.4338, 0.9186, 3.4897], [8.8358, 0.3234, 5.0325], [10.1471, 1.5252, 5.0022], [7.1786, 1.6577, 3.0181], [-2.8577, 5.5143, -2.9708], [-4.2131, 4.8417, -2.8239], [-5.1417, 5.6541, -1.9355], [-4.0378, 3.5438, -2.2617], [-2.3619, 5.6136, -1.9986], [-2.1958, 4.9124, -3.6026], [-2.9569, 6.5095, -3.4155], [-4.6688, 4.7122, -3.8115], [-4.7269, 5.7583, -0.9265], [-6.1091, 5.1519, -1.8287], [-5.3095, 6.6534, -2.3491], [-3.6336, 3.6489, -1.3844], [3.2223, 4.2202, 4.1241], [4.2337, 5.2272, 4.6478], [4.9997, 5.8856, 3.5116], [5.1515, 4.5669, 5.5157], [3.7200, 3.4174, 3.5685], [2.6871, 3.7453, 4.9534], [2.4921, 4.7003, 3.4651], [3.7188, 5.9936, 5.2373], [5.5605, 5.1419, 2.9342], [5.7325, 6.5988, 3.9039], [4.3229, 6.4157, 2.8342], [5.6134, 3.8845, 5.0008], [-10.6409, 5.0155, -1.5805], [-9.3944, 4.1573, -1.4360], [-9.6676, 2.9202, -0.5955], [-8.3608, 4.9248, -0.8243], [-10.9912, 5.3658, -0.6030], [-10.4263, 5.9085, -2.1774], [-11.4502, 4.4582, -2.0624], [-9.0370, 3.8573, -2.4271], [-9.9833, 3.1960, 0.4170], [-8.7587, 2.3184, -0.4897], [-10.4477, 2.3000, -1.0478], [-8.6694, 5.1956, 0.0563], [-5.6275, 4.6558, -7.4940], [-4.6161, 5.6628, -6.9703], [-3.8501, 6.3212, -8.1065], [-3.6983, 5.0025, -6.1024], [-5.1298, 3.8530, -8.0496], [-6.1627, 4.1809, -6.6647], [-6.3577, 5.1359, -8.1530], [-5.1310, 6.4292, -6.3808], [-3.2893, 5.5775, -8.6839], [-3.1173, 7.0344, -7.7142], [-4.5270, 6.8513, -8.7839], [-3.2365, 4.3201, -6.6173], [-6.4673, -5.4162, -0.9751], [-5.4818, -6.4356, -0.4266], [-6.1643, -7.4158, 0.5142], [-4.4407, -5.7577, 0.2719], [-6.9104, -4.8247, -0.1660], [-5.9598, -4.7099, -1.6409], [-7.2727, -5.9054, -1.5317], [-5.0186, -6.9825, -1.2550], [-6.5967, -6.8953, 1.3762], [-5.4407, -8.1359, 0.9108], [-6.9606, -7.9650, 0.0023], [-4.8428, -5.2693, 1.0093]], "lowdin_charge": [-0.11, -0.29, -0.10, -0.09, -0.19, -0.18, -0.31, -0.09, -0.17, -0.15, -0.10, -0.01, -0.02, 0.02, -0.02, 0.01, -0.17, -0.04, -0.05, -0.08, -0.17, -0.17, -0.08, -0.14, -0.01, 0.02, -0.09, 0.01, 0.02, -0.11, 0.02, 0.02, -0.06, -0.04, -0.01, -0.05, -0.11, -0.26, -0.05, -0.18, -0.04, 0.08, 0.08, 0.07, 0.08, 0.08, 0.08, 0.09, 0.10, 0.09, 0.13, 0.11, 0.12, 0.08, 0.08, 0.06, 0.11, 0.11, 0.11, 0.12, 0.10, 0.09, 0.09, 0.13, 0.10, 0.13, 0.13, 0.15, 0.17, 0.20, 0.13, 0.09, 0.10, 0.13, 0.06, 0.08, -0.06, -0.50, -0.06, -0.07, 0.08, 0.06, 0.08, 0.14, 0.07, 0.08, 0.08, 0.08, -0.06, -0.50, -0.06, -0.08, 0.08, 0.08, 0.08, 0.12, 0.08, 0.06, 0.08, 0.09, -0.07, -0.49, -0.07, -0.06, 0.06, 0.08, 0.08, 0.14, 0.08, 0.08, 0.08, 0.07, -0.07, -0.50, -0.07, -0.07, 0.08, 0.08, 0.08, 0.14, 0.08, 0.08, 0.08, 0.10, -0.07, -0.50, -0.07, -0.07, 0.08, 0.08, 0.08, 0.14, 0.08, 0.08, 0.08, 0.10, -0.06, -0.49, -0.06, -0.10, 0.08, 0.08, 0.08, 0.14, 0.08, 0.08, 0.08, 0.09]}